The following is a quantum chemistry calculation of an isolated ion of composition C5H2BrN2O3 and charge +1 at a distorted geometry, from the Open Molecules 2025 dataset.

* gap between HOMO and LUMO: 7.006 eV
* energy above the lowest of the compared OMol25 structures with the same formula, charge and spin: 49.6 kJ/mol
* SMILES string: [H]/N=C1/C(=C=CBr)C(=O)O[N+]1=O
* E_LUMO: -7.350 eV
* E: -84367.942 eV
* highest occupied orbital energy: -14.357 eV
* charge: +1

```
13
Properties=species:S:1:pos:R:3:forces:R:3
Br 3.536988 0.415596 -0.449937 -0.5659 -0.1883 0.3095
O -2.442856 -1.263743 -1.453780 0.2786 0.9557 1.1118
O -2.320782 0.653859 -0.426561 -2.0653 -0.0865 -0.5005
O -1.699761 2.401290 0.981437 -0.7366 0.5008 -0.4136
N -1.863343 -0.515184 -0.750771 0.0579 -1.0173 -1.3953
N 0.473005 -1.446816 -0.629759 -0.3423 -1.1231 0.1460
C -1.352925 1.487656 0.368407 2.2335 -0.9726 0.9007
C -0.131372 0.686053 0.269393 -0.0555 -0.2754 0.7575
C 1.074715 0.779491 0.819735 -0.8575 0.1634 -0.9699
C 2.188589 0.113648 0.849110 1.3917 1.6939 -0.2721
C -0.391413 -0.630687 -0.342610 0.8981 1.2079 -0.1951
H 2.557282 -0.291509 1.750717 0.2576 -0.9538 0.8557
H 0.371869 -2.389655 -0.985380 -0.4943 0.0953 -0.3348
```
Forces are in eV/Å.

Atom charges from the Mulliken analysis, given in e for atoms 1 to 8: atom 1 (Br): 0.044, atom 2 (O): -0.353, atom 3 (O): -0.225, atom 4 (O): -0.297, atom 5 (N): 0.903, atom 6 (N): -0.318, atom 7 (C): 0.168, atom 8 (C): 0.286